{"formula": "C4H12", "method": "wB97M-V/def2-TZVPD", "spin_multiplicity": 1, "max_force_ev_per_a": 3.16, "lumo_ev": 1.08, "e_tot_ev": -4341.6266, "e_above_lowest_kcal_mol": 20.8, "orbital_gap_ev": 12.521, "smiles": "CC.CC", "elements": ["C", "C", "H", "H", "H", "H", "H", "H", "C", "C", "H", "H", "H", "H", "H", "H"], "positions_angstrom": [[0.68857, 1.78889, -2.49326], [0.93293, 0.90576, -1.24723], [1.47809, 1.49029, -3.16021], [-0.37985, 1.56061, -2.78736], [0.65803, 2.80289, -2.12022], [0.26170, 0.95977, -0.39532], [1.94072, 0.97607, -0.81283], [0.89316, -0.14499, -1.55564], [-1.26407, -0.97616, 2.42947], [-0.37708, -1.62508, 1.35806], [-1.26324, -1.52649, 3.38039], [-0.90392, 0.07681, 2.54885], [-2.16112, -0.67070, 1.90567], [-0.58968, -2.72157, 1.25272], [0.72836, -1.46280, 1.39858], [-0.64259, -1.43329, 0.29833]], "forces_ev_per_a": [[-1.8, -1.1, 2.3], [0.7, -1.2, 0.0], [-0.1, 0.6, -0.8], [1.4, 0.2, -0.5], [0.5, 0.5, -0.6], [-0.4, 0.5, -0.2], [-0.1, 0.4, -0.3], [-0.1, 0.0, 0.0], [1.5, 1.9, -1.4], [0.3, -1.8, -1.4], [-0.6, 0.4, -0.5], [0.3, -0.8, 0.7], [-1.1, -1.0, 0.6], [0.5, 0.5, 0.9], [-0.9, -0.2, 0.4], [-0.1, 1.0, 0.6]]}